No. 1
{
  "formula": "C23H29N3O8S",
  "method": "the ωB97M-V functional and the def2-TZVPD basis",
  "smiles": "COc1ccc(S(=O)(=O)N2CCO[C@H]2CNC(=O)C(=O)NCCc2ccc(OC)c(OC)c2)cc1",
  "gap_ev": 8.43,
  "e_tot_ev": -56006.626,
  "e_above_lowest_kcal_mol": 56.56,
  "total_charge": 0,
  "homo_energy_ev": -7.8623,
  "fmax_ha_per_bohr": 0.019,
  "species": ["C", "O", "C", "C", "C", "C", "S", "O", "O", "N", "C", "C", "O", "C", "C", "N", "C", "O", "C", "O", "N", "C", "C", "C", "C", "C", "C", "O", "C", "C", "O", "C", "C", "C", "C", "H", "H", "H", "H", "H", "H", "H", "H", "H", "H", "H", "H", "H", "H", "H", "H", "H", "H", "H", "H", "H", "H", "H", "H", "H", "H", "H", "H", "H"],
  "xyz": [[5.689, 0.772, 1.902], [5.202, 0.942, 0.590], [3.866, 0.892, 0.380], [2.910, 0.720, 1.379], [1.569, 0.668, 1.043], [1.181, 0.789, -0.275], [-0.554, 0.786, -0.657], [-0.763, 0.360, -2.008], [-1.272, 0.146, 0.404], [-0.995, 2.388, -0.601], [-0.540, 3.312, -1.620], [-0.372, 4.625, -0.838], [-0.267, 4.233, 0.519], [-1.040, 3.073, 0.670], [-2.516, 3.356, 1.047], [-3.188, 2.123, 1.346], [-3.599, 1.279, 0.378], [-3.797, 1.570, -0.786], [-3.865, -0.119, 0.937], [-3.862, -0.344, 2.134], [-4.121, -1.002, -0.031], [-4.281, -2.414, 0.200], [-3.210, -3.246, -0.511], [-1.804, -2.931, -0.071], [-1.437, -2.980, 1.264], [-0.125, -2.751, 1.626], [0.854, -2.469, 0.682], [2.120, -2.275, 1.186], [3.233, -2.628, 0.395], [0.483, -2.374, -0.668], [1.457, -2.053, -1.581], [1.110, -1.999, -2.946], [-0.838, -2.620, -1.016], [2.119, 0.960, -1.279], [3.457, 1.013, -0.954], [5.391, -0.196, 2.316], [6.774, 0.811, 1.819], [5.348, 1.574, 2.563], [3.195, 0.605, 2.412], [0.816, 0.490, 1.794], [0.408, 2.967, -2.044], [-1.284, 3.387, -2.414], [-1.241, 5.279, -0.979], [0.538, 5.168, -1.094], [-0.587, 2.456, 1.455], [-3.022, 3.811, 0.192], [-2.552, 4.025, 1.909], [-2.991, 1.657, 2.225], [-4.011, -0.662, -0.978], [-4.232, -2.553, 1.282], [-5.272, -2.727, -0.152], [-3.296, -3.085, -1.588], [-3.421, -4.301, -0.311], [-2.165, -3.202, 2.027], [0.177, -2.792, 2.661], [4.073, -2.691, 1.088], [3.445, -1.880, -0.371], [3.090, -3.601, -0.083], [2.031, -1.735, -3.465], [0.760, -2.972, -3.307], [0.349, -1.236, -3.129], [-1.133, -2.545, -2.050], [1.790, 1.016, -2.304], [4.215, 1.132, -1.712]]
}

No. 2
{
  "formula": "C23H29N5O4",
  "method": "the ωB97M-V functional and the def2-TZVPD basis",
  "smiles": "CCOCCCNc1nc2nc3ccc(C)cn3c(=O)c2cc1C(=O)NC[C@H]1CCCO1",
  "gap_ev": 7.71,
  "e_tot_ev": -39963.810,
  "e_above_lowest_kcal_mol": 23.23,
  "total_charge": 0,
  "homo_energy_ev": -7.9375,
  "fmax_ha_per_bohr": 0.019,
  "species": ["C", "C", "O", "C", "C", "C", "N", "C", "N", "C", "N", "C", "C", "C", "C", "C", "C", "N", "C", "O", "C", "C", "C", "C", "O", "N", "C", "C", "C", "C", "C", "O", "H", "H", "H", "H", "H", "H", "H", "H", "H", "H", "H", "H", "H", "H", "H", "H", "H", "H", "H", "H", "H", "H", "H", "H", "H", "H", "H", "H", "H"],
  "xyz": [[1.824, -4.951, -0.635], [2.783, -3.765, -0.556], [2.432, -2.689, -1.396], [2.678, -2.898, -2.770], [2.254, -1.649, -3.539], [0.729, -1.520, -3.649], [0.098, -1.528, -2.356], [0.066, -0.450, -1.570], [0.332, 0.728, -2.125], [0.212, 1.839, -1.411], [0.486, 3.003, -2.038], [0.356, 4.119, -1.385], [0.638, 5.351, -2.047], [0.512, 6.540, -1.410], [0.091, 6.587, -0.053], [-0.048, 7.899, 0.649], [-0.172, 5.410, 0.567], [-0.049, 4.204, -0.061], [-0.348, 3.030, 0.694], [-0.687, 3.133, 1.859], [-0.196, 1.816, -0.050], [-0.423, 0.570, 0.551], [-0.277, -0.587, -0.175], [-0.424, -1.929, 0.427], [-0.756, -2.924, -0.211], [-0.120, -2.004, 1.742], [-0.257, -3.214, 2.511], [-1.473, -3.161, 3.456], [-2.803, -3.081, 2.678], [-3.625, -4.239, 3.249], [-2.528, -5.181, 3.742], [-1.521, -4.331, 4.255], [1.914, -5.471, -1.586], [0.801, -4.598, -0.521], [2.050, -5.654, 0.163], [2.760, -3.343, 0.453], [3.812, -4.093, -0.776], [3.753, -3.090, -2.924], [2.122, -3.771, -3.141], [2.638, -0.774, -3.014], [2.684, -1.679, -4.540], [0.487, -0.573, -4.134], [0.321, -2.350, -4.230], [-0.033, -2.416, -1.883], [0.953, 5.271, -3.074], [0.728, 7.466, -1.922], [-0.769, 8.529, 0.130], [-0.380, 7.758, 1.674], [0.906, 8.424, 0.659], [-0.497, 5.336, 1.596], [-0.736, 0.571, 1.587], [0.146, -1.168, 2.236], [-0.379, -4.038, 1.805], [0.647, -3.383, 3.105], [-1.350, -2.314, 4.144], [-3.294, -2.120, 2.812], [-2.619, -3.231, 1.614], [-4.273, -4.703, 2.511], [-4.228, -3.901, 4.093], [-2.841, -5.843, 4.549], [-2.134, -5.784, 2.911]]
}

No. 3
{
  "formula": "C23H29N6Se2Si2Zr",
  "method": "the ωB97M-V functional and the def2-TZVPD basis",
  "gap_ev": 6.71,
  "e_tot_ev": -180966.826,
  "e_above_lowest_kcal_mol": 2.73,
  "total_charge": 3,
  "homo_energy_ev": -17.4851,
  "fmax_ha_per_bohr": 0.007,
  "species": ["Zr", "C", "Si", "C", "C", "C", "C", "C", "C", "C", "C", "N", "Si", "C", "C", "C", "H", "H", "H", "H", "H", "H", "H", "H", "H", "H", "H", "H", "H", "H", "H", "H", "H", "H", "H", "H", "H", "H", "Se", "N", "C", "C", "C", "C", "N", "C", "N", "H", "H", "H", "Se", "N", "C", "C", "C", "C", "C", "C", "N", "H", "H", "H", "H"],
  "xyz": [[-0.401, 0.332, 0.306], [2.458, -2.459, -2.638], [1.698, -0.902, -1.975], [0.291, -0.288, -3.055], [2.954, 0.465, -1.791], [0.869, -1.274, -0.252], [-0.329, -2.125, -0.441], [-0.458, -3.515, -0.393], [-1.693, -4.074, -0.642], [-2.800, -3.258, -0.907], [-2.634, -1.900, -0.894], [-1.419, -1.351, -0.668], [2.058, -1.503, 1.219], [3.574, -2.505, 0.837], [1.097, -2.208, 2.659], [2.551, 0.308, 1.560], [2.862, -2.256, -3.634], [1.741, -3.275, -2.744], [3.285, -2.806, -2.018], [0.725, 0.008, -4.015], [-0.210, 0.615, -2.682], [-0.470, -1.040, -3.264], [3.330, 0.691, -2.793], [3.821, 0.158, -1.203], [2.572, 1.401, -1.375], [0.413, -4.130, -0.206], [-1.810, -5.151, -0.645], [-3.766, -3.690, -1.126], [-3.450, -1.216, -1.096], [3.323, -3.520, 0.524], [4.186, -2.587, 1.740], [4.195, -2.049, 0.065], [0.923, -3.277, 2.513], [0.123, -1.741, 2.843], [1.680, -2.108, 3.579], [3.512, 0.526, 1.091], [2.647, 0.527, 2.624], [1.898, 1.101, 1.135], [-3.898, -0.463, 2.230], [-3.608, 0.095, 3.856], [-2.417, 0.662, 3.930], [-1.761, 1.235, 5.059], [-0.497, 1.712, 4.861], [0.143, 1.623, 3.600], [-0.427, 1.110, 2.521], [-1.701, 0.666, 2.698], [-2.296, 0.132, 1.643], [-2.254, 1.272, 6.022], [0.058, 2.157, 5.676], [1.158, 1.988, 3.498], [0.746, 3.722, 0.140], [-0.352, 2.395, -0.481], [-1.158, 2.940, -1.416], [-2.202, 2.296, -2.114], [-2.913, 3.025, -3.025], [-2.643, 4.402, -3.298], [-1.663, 5.063, -2.640], [-0.899, 4.344, -1.669], [0.064, 4.887, -0.956], [-2.436, 1.250, -1.947], [-3.715, 2.546, -3.572], [-3.244, 4.908, -4.041], [-1.433, 6.106, -2.810]]
}

No. 4
{
  "formula": "C23H30B2F4N3PdSSb",
  "method": "the ωB97M-V functional and the def2-TZVPD basis",
  "gap_ev": [5.96, 2.91],
  "e_tot_ev": -61862.680,
  "e_above_lowest_kcal_mol": 16.84,
  "total_charge": 2,
  "homo_energy_ev": [-14.5601, -13.9487],
  "fmax_ha_per_bohr": 0.067,
  "multiplicity": 5,
  "species": ["Pd", "F", "B", "F", "F", "F", "B", "C", "N", "H", "H", "H", "C", "C", "C", "C", "N", "N", "H", "H", "H", "H", "H", "H", "H", "H", "H", "H", "H", "H", "S", "Sb", "C", "C", "C", "C", "C", "C", "C", "C", "C", "C", "C", "C", "C", "C", "C", "C", "C", "C", "H", "H", "H", "H", "H", "H", "H", "H", "H", "H", "H", "H", "H", "H", "H"],
  "xyz": [[-17.074, 6.653, 6.905], [-16.439, 8.267, 9.572], [-17.387, 9.249, 9.148], [-17.501, 10.356, 9.993], [-16.962, 9.696, 7.878], [-18.575, 8.538, 8.985], [-21.347, 5.716, 8.336], [-19.984, 5.893, 7.574], [-19.040, 6.132, 6.922], [-20.956, 5.521, 9.529], [-21.844, 4.626, 7.853], [-21.931, 6.759, 8.182], [-15.069, 5.273, 11.752], [-16.447, 5.257, 10.985], [-17.173, 3.933, 11.204], [-17.235, 6.332, 11.715], [-16.122, 5.584, 9.600], [-17.205, 5.499, 8.669], [-15.284, 5.225, 12.802], [-14.683, 6.302, 11.539], [-14.393, 4.524, 11.345], [-17.143, 3.777, 12.298], [-16.754, 3.024, 10.780], [-18.162, 3.837, 10.840], [-17.345, 6.101, 12.765], [-18.262, 6.471, 11.351], [-16.674, 7.274, 11.565], [-15.760, 6.522, 9.482], [-17.972, 6.188, 8.812], [-17.613, 4.545, 8.572], [-14.950, 6.801, 6.313], [-14.331, 8.875, 7.443], [-12.348, 8.384, 6.686], [-11.624, 9.410, 6.091], [-10.306, 9.239, 5.752], [-9.709, 7.967, 5.866], [-10.437, 6.928, 6.521], [-11.746, 7.111, 6.942], [-14.776, 10.233, 5.893], [-14.638, 9.827, 4.596], [-14.801, 10.706, 3.510], [-14.935, 12.066, 3.835], [-15.245, 12.468, 5.129], [-15.172, 11.518, 6.160], [-13.698, 10.261, 9.215], [-14.229, 10.174, 10.505], [-13.678, 10.955, 11.483], [-12.720, 11.956, 11.185], [-12.208, 12.055, 9.906], [-12.806, 11.291, 8.902], [-12.111, 10.360, 5.946], [-9.687, 10.085, 5.526], [-8.665, 7.842, 5.514], [-9.952, 5.982, 6.675], [-12.283, 6.260, 7.423], [-14.478, 8.758, 4.358], [-14.780, 10.384, 2.494], [-15.007, 12.797, 3.095], [-15.658, 13.466, 5.363], [-15.335, 11.909, 7.183], [-15.095, 9.524, 10.731], [-14.159, 10.946, 12.517], [-12.239, 12.638, 11.880], [-11.502, 12.859, 9.676], [-12.383, 11.456, 7.879]]
}